No. 1
The following is a DFT calculation (the ωB97M-V functional and the def2-TZVPD basis) of a cluster of 2 separate species, C21H42BFIN5O11P2S in total at a distorted geometry.

Element x y z (Å)
C 4.321 3.527 4.148
C 2.975 3.907 4.784
O 1.987 4.276 3.852
C 1.494 3.165 3.160
C 0.430 3.588 2.173
O 0.496 2.699 1.051
C -0.759 2.098 0.794
C -0.591 1.022 -0.256
P 0.339 2.033 -1.669
N -0.140 3.653 -1.439
O 1.913 2.023 -1.247
N 0.240 -0.172 0.153
C 0.839 -0.262 1.513
C 2.236 0.286 1.608
N 2.906 -0.025 2.616
C -0.319 -1.386 -0.533
F 0.029 -1.042 -1.827
C 0.348 -2.721 -0.303
C 1.588 -3.019 -1.153
C 1.330 -3.535 -2.560
I 3.078 -1.489 -1.069
C -1.850 -1.246 -0.564
C -2.624 -1.893 0.620
C -1.964 -1.971 2.000
C -2.293 -0.852 2.973
S -4.084 -0.721 3.255
B -2.499 -2.100 -1.770
O -3.871 -2.195 -1.741
O -1.809 -2.779 -2.726
C -2.152 -4.168 -2.804
C -2.958 -4.470 -4.059
C -1.978 0.344 -0.707
N -2.867 0.710 0.465
C -3.873 1.393 0.309
O -4.872 2.023 0.145
P -2.666 0.907 -2.326
N -1.867 0.402 -3.542
O -2.834 2.518 -2.318
O -4.164 0.353 -2.415
H 5.142 4.014 4.656
H 4.472 2.460 4.276
H 4.368 3.761 3.092
H 3.124 4.761 5.428
H 2.637 3.092 5.423
H 1.128 2.401 3.852
H 2.305 2.740 2.574
H -0.564 3.633 2.600
H 0.709 4.578 1.825
H -1.507 2.814 0.476
H -1.106 1.709 1.751
H -0.500 4.034 -2.297
H 0.611 4.227 -1.082
H 2.128 2.662 -0.553
H 1.096 -0.040 -0.431
H 0.971 -1.283 1.835
H 0.217 0.165 2.283
H 2.645 0.951 0.853
H 3.825 0.403 2.565
H -0.380 -3.496 -0.530
H 0.614 -2.939 0.723
H 2.049 -3.865 -0.664
H 0.898 -4.527 -2.536
H 0.733 -2.857 -3.153
H 2.299 -3.589 -3.040
H -2.723 -2.939 0.324
H -3.643 -1.552 0.661
H -0.901 -2.160 1.984
H -2.390 -2.855 2.468
H -1.910 0.116 2.681
H -1.831 -1.104 3.920
H -4.104 0.323 4.098
H -4.150 -2.086 -2.656
H -2.726 -4.470 -1.932
H -1.262 -4.783 -2.817
H -3.515 -3.591 -4.357
H -3.646 -5.293 -3.915
H -2.299 -4.723 -4.880
H -1.506 1.130 -4.138
H -2.676 2.804 -3.224
H -4.604 0.837 -3.121
C 6.828 -0.289 -2.899
O 6.041 -1.276 -2.826
O 6.236 0.909 -2.397
O 7.973 -0.204 -3.317
H 5.384 0.516 -2.171

Values from the calculation:
multiplicity: 1
LUMO energy: -0.60 eV
total charge: 0
calculated total energy: -3430.08550 Eh

No. 2
The following is a DFT calculation (the ωB97M-V functional and the def2-TZVPD basis) of a structure of composition C21H42Cl34O4 at a distorted geometry.

Element x y z (Å)
C -1.140 4.399 7.185
O -1.576 3.081 6.818
C -2.572 3.085 5.866
O -2.086 2.918 4.513
C -0.761 2.660 4.461
O 0.000 3.545 4.385
O -0.360 1.392 4.508
C 1.012 1.255 4.921
H -1.490 4.692 8.178
H -1.398 5.123 6.408
H -0.044 4.365 7.203
H -3.194 3.989 5.885
H -3.264 2.253 6.051
H 1.201 1.767 5.866
H 1.709 1.590 4.153
H 1.157 0.176 5.108
C -1.218 -1.617 3.276
Cl 0.445 -1.962 3.773
Cl -2.364 -2.821 3.870
H -1.496 -0.645 3.669
H -1.260 -1.606 2.191
C 0.286 -4.288 0.965
Cl 1.611 -3.482 0.121
Cl -1.175 -4.354 -0.032
H 0.586 -5.299 1.212
H 0.076 -3.726 1.865
C -0.034 -1.384 -2.488
Cl 0.673 0.125 -1.892
Cl -1.759 -1.196 -2.825
H 0.467 -1.670 -3.398
H 0.099 -2.154 -1.734
C -4.285 -0.037 -0.275
Cl -5.995 -0.478 -0.339
Cl -3.518 -0.609 1.211
H -3.775 -0.478 -1.124
H -4.204 1.043 -0.313
C 2.831 -7.335 1.181
Cl 2.805 -6.243 2.572
Cl 2.947 -6.446 -0.345
H 3.691 -7.990 1.269
H 1.917 -7.919 1.175
C 5.377 -3.761 0.351
Cl 6.801 -4.421 1.163
Cl 5.815 -2.450 -0.760
H 4.902 -4.555 -0.216
H 4.691 -3.379 1.099
C 10.541 -4.478 1.366
Cl 12.254 -4.886 1.196
Cl 9.699 -5.630 2.413
H 10.457 -3.487 1.797
H 10.080 -4.496 0.387
C 11.254 -6.262 -2.178
Cl 10.889 -4.539 -2.025
Cl 12.930 -6.530 -2.668
H 11.090 -6.739 -1.217
H 10.597 -6.692 -2.926
C -4.627 4.326 2.950
Cl -4.809 5.579 1.717
Cl -4.824 4.984 4.583
H -5.384 3.565 2.789
H -3.637 3.892 2.868
C 1.177 3.377 -0.564
Cl 1.321 5.010 -1.226
Cl 0.984 3.405 1.194
H 0.309 2.897 -1.004
H 2.074 2.820 -0.810
C -6.580 3.048 -1.247
Cl -5.819 3.800 0.164
Cl -5.372 2.488 -2.408
H -7.169 2.197 -0.918
H -7.218 3.775 -1.729
C -0.041 -3.686 -6.422
Cl 0.137 -2.055 -7.084
Cl -0.229 -3.655 -4.665
H -0.919 -4.148 -6.860
H 0.845 -4.261 -6.668
C -8.346 6.535 -0.585
Cl -8.532 7.587 -1.994
Cl -9.205 5.004 -0.803
H -7.291 6.328 -0.439
H -8.750 7.041 0.285
C -7.478 0.450 -5.270
Cl -9.195 0.032 -5.339
Cl -6.724 -0.138 -3.784
H -6.975 0.001 -6.119
H -7.380 1.530 -5.306
C 10.980 -0.755 -1.136
Cl 9.338 -1.411 -1.175
Cl 11.830 -1.211 0.345
H 11.530 -1.141 -1.987
H 10.924 0.327 -1.187
C 4.110 -1.301 -3.658
Cl 5.441 -0.495 -4.493
Cl 2.661 -1.381 -4.674
H 4.415 -2.310 -3.405
H 3.874 -0.747 -2.756
C -11.396 7.493 -4.690
Cl -11.586 8.544 -6.098
Cl -12.249 5.960 -4.905
H -10.341 7.288 -4.545
H -11.799 7.998 -3.819

Values from the calculation:
multiplicity: 1
LUMO energy: 0.18 eV
total charge: 0
calculated total energy: -16772.74422 Eh